Molecular formula: C16H31BBr3Cl4F3ILiO16PSV
Method: DFT, ωB97M-V with the def2-TZVPD basis set

Calculated values
- HOMO energy: -9.155 eV
- Lowest unoccupied orbital energy: -4.507 eV

Geometry (Å):
C  3.306  -2.927  3.889
C  2.382  -2.082  2.982
I  1.697  -3.413  1.372
C  1.205  -1.588  3.836
P  -0.212  -2.714  3.937
H  2.743  -3.284  4.734
H  3.704  -3.768  3.349
H  4.095  -2.280  4.248
H  2.894  -1.252  2.513
H  0.890  -0.623  3.464
H  1.522  -1.442  4.856
H  0.224  -3.966  4.349
H  -0.935  -2.781  2.753
C  4.351  1.275  -0.863
C  3.222  2.086  -0.295
O  3.253  1.771  1.128
S  4.735  1.518  1.577
O  5.283  2.653  2.190
O  4.743  0.241  2.257
O  5.391  1.330  0.149
H  4.062  0.227  -0.993
H  4.716  1.662  -1.806
H  2.264  1.834  -0.723
H  3.394  3.155  -0.411
O  0.341  -2.863  6.383
V  -0.944  -2.248  7.404
O  -2.138  -1.667  8.395
F  -2.749  -2.493  3.867
Li  3.881  -1.551  1.339
B  -0.294  6.425  -0.552
O  -1.158  5.893  -1.666
C  -0.903  4.627  -1.832
O  -1.409  3.883  -2.634
C  0.176  4.204  -0.815
O  0.626  3.084  -0.716
O  0.514  5.227  -0.096
F  -1.068  6.889  0.479
F  0.545  7.406  -1.019
O  8.268  0.570  2.774
H  8.426  1.518  2.826
H  7.311  0.486  2.781
C  -8.294  -1.626  0.861
O  -8.211  -1.618  2.286
C  -6.972  -1.453  2.759
O  -5.982  -1.319  2.093
O  -7.036  -1.462  4.085
C  -5.774  -1.294  4.746
H  -9.341  -1.766  0.612
H  -7.952  -0.679  0.450
H  -7.714  -2.447  0.446
H  -5.332  -0.332  4.498
H  -5.079  -2.098  4.513
H  -5.985  -1.319  5.811
C  -1.377  -4.641  -1.533
Cl  -0.066  -5.030  -0.376
Cl  -2.895  -5.226  -0.883
Cl  -1.445  -2.895  -1.747
Cl  -1.031  -5.423  -3.069
C  2.886  2.107  -4.464
O  2.251  1.218  -3.559
C  0.822  1.352  -3.593
C  0.187  0.254  -4.407
O  0.533  0.351  -5.784
C  1.531  -0.567  -6.176
H  3.931  1.806  -4.557
H  2.426  2.071  -5.452
H  2.846  3.134  -4.083
H  0.536  2.330  -3.980
H  0.464  1.287  -2.564
H  -0.897  0.365  -4.342
H  0.457  -0.732  -4.011
H  1.119  -1.582  -6.228
H  2.382  -0.557  -5.489
H  1.877  -0.280  -7.167
C  -4.155  0.569  -5.098
Br  -4.871  -0.942  -4.137
Br  -5.506  1.436  -6.159
Br  -3.267  1.801  -3.929
H  -3.416  0.184  -5.782

Forces on atoms 1 to 3 (eV/Å):
-0.060 0.712 -0.757
-0.338 -1.701 0.986
0.552 1.088 0.106

In the Mulliken picture, each atom carries the following charge in e:
1 C -0.904
2 C -0.356
3 I 0.552
4 C -1.116
5 P 0.253
6 H 0.297
7 H 0.391
8 H 0.368
9 H 0.147
10 H 0.540
11 H 0.493
12 H 0.112
13 H 0.207
14 C -0.084
15 C 0.141
16 O -0.229
17 S 0.975
18 O -0.533
19 O -0.502
20 O -0.312
21 H 0.203
22 H 0.247
23 H -0.041
24 H 0.252
25 O -1.013
26 V 1.567
27 O -0.788
28 F -0.595
29 Li 0.849
30 B 0.454
31 O -0.413
32 C 0.417
33 O -0.564
34 C 0.683
35 O -0.587
36 O -0.409
37 F -0.319
38 F -0.325
39 O -0.627
40 H 0.328
41 H 0.285
42 C -0.621
43 O -0.316
44 C 0.801
45 O -0.535
46 O -0.331
47 C -0.501
48 H 0.214
49 H 0.292
50 H 0.278
51 H 0.283
52 H 0.183
53 H 0.233
54 C 0.293
55 Cl -0.197
56 Cl -0.070
57 Cl -0.021
58 Cl -0.090
59 C -0.940
60 O -0.193
61 C -0.251
62 C -0.139
63 O -0.401
64 C -0.672
65 H 0.234
66 H 0.453
67 H 0.323
68 H 0.281
69 H 0.310
70 H -0.120
71 H 0.339
72 H 0.300
73 H 0.244
74 H 0.257
75 C -0.319
76 Br -0.018
77 Br -0.045
78 Br 0.116
79 H 0.300

***

Molecular formula: C5H10O
Method: DFT, ωB97M-V with the def2-TZVPD basis set

Calculated values
- HOMO energy: -8.219 eV
- Relative energy (zero: lowest compared OMol25 entry of this formula, charge and spin): 165.1 kJ/mol
- Lowest unoccupied orbital energy: 1.155 eV
- Structure (SMILES): C/C=C/OCC

Geometry (Å):
C  -2.986  0.205  0.376
C  -1.769  0.327  -0.487
C  -0.660  -0.279  -0.126
O  0.553  0.074  -0.598
C  1.603  -0.414  0.208
C  2.866  0.221  -0.312
H  -2.832  -0.357  1.313
H  -3.274  1.219  0.703
H  -3.565  -0.340  -0.361
H  -1.820  0.956  -1.381
H  -0.693  -1.077  0.621
H  1.621  -1.508  0.121
H  1.436  -0.166  1.271
H  3.740  -0.197  0.191
H  2.841  1.303  -0.152
H  2.940  0.034  -1.387

Forces on atoms 1 to 3 (eV/Å):
0.537 -0.180 -0.529
0.358 0.497 0.461
0.083 0.119 0.367

In the natural (NBO) picture, each atom carries the following charge in e:
1 C -0.640
2 C -0.266
3 C 0.115
4 O -0.518
5 C -0.060
6 C -0.621
7 H 0.208
8 H 0.220
9 H 0.221
10 H 0.208
11 H 0.161
12 H 0.165
13 H 0.167
14 H 0.211
15 H 0.214
16 H 0.216

***

Molecular formula: C5H8N2
Method: DFT, ωB97M-V with the def2-TZVPD basis set

Calculated values
- HOMO energy (spin up / spin down): -8.180 / -8.162 eV
- Relative energy (zero: lowest compared OMol25 entry of this formula, charge and spin): 1470.5 kJ/mol
- Lowest unoccupied orbital energy (spin up / spin down): -0.958 / -0.955 eV

Geometry (Å):
C  2.726  0.002  -0.229
C  -0.225  0.117  1.756
C  -0.294  -0.632  0.636
C  -1.223  0.180  -0.056
N  -2.064  -0.206  -0.971
C  -1.263  1.511  0.658
N  -0.386  1.441  1.603
H  2.732  -1.540  0.427
H  2.050  -1.153  -2.075
H  3.356  -0.515  -1.090
H  -0.196  -1.722  0.393
H  -2.973  0.168  -0.814
H  -2.093  -1.231  -1.013
H  -1.888  2.412  0.425
H  1.741  1.168  0.350

Forces on atoms 1 to 3 (eV/Å):
-1.444 -4.123 0.595
0.065 -0.263 1.452
-0.268 -1.561 -1.976

In the natural (NBO) picture, each atom carries the following charge in e:
1 C -0.722
2 C 0.263
3 C -0.458
4 C 0.220
5 N -0.734
6 C -0.042
7 N -0.457
8 H 0.189
9 H -0.111
10 H 0.262
11 H 0.244
12 H 0.384
13 H 0.392
14 H 0.206
15 H 0.364

***

Molecular formula: C10H15NO2
Method: DFT, ωB97M-V with the def2-TZVPD basis set

Calculated values
- HOMO energy: -8.452 eV
- Relative energy (zero: lowest compared OMol25 entry of this formula, charge and spin): 206.2 kJ/mol
- Lowest unoccupied orbital energy: 0.718 eV
- Structure (SMILES): Cc1ccc(O)cc1.CCC(N)=O

Geometry (Å):
C  0.673  2.507  0.259
C  -0.608  1.799  0.566
C  -0.502  0.461  0.997
C  -1.585  -0.287  1.332
C  -2.854  0.258  0.931
O  -3.940  -0.585  1.178
C  -2.969  1.599  0.425
C  -1.831  2.488  0.341
H  0.340  3.156  -0.553
H  1.462  1.867  -0.085
H  1.212  3.052  1.094
H  0.503  0.140  1.124
H  -1.540  -1.149  1.989
H  -4.581  -0.124  1.690
H  -3.931  1.854  0.218
H  -2.014  3.493  -0.001
C  1.625  -2.850  -1.751
C  1.200  -1.423  -1.487
C  2.316  -0.747  -0.738
N  2.446  -1.064  0.568
O  3.271  -0.081  -1.179
H  2.676  -3.052  -1.764
H  1.188  -3.035  -2.826
H  1.018  -3.496  -1.043
H  1.028  -0.879  -2.451
H  0.207  -1.222  -0.961
H  3.241  -0.920  1.173
H  1.950  -1.760  0.953

Forces on atoms 1 to 3 (eV/Å):
0.274 1.165 0.376
-0.094 0.817 -0.086
-0.074 1.721 0.024

In the natural (NBO) picture, each atom carries the following charge in e:
1 C -0.644
2 C -0.011
3 C -0.225
4 C -0.249
5 C 0.277
6 O -0.697
7 C -0.261
8 C -0.208
9 H 0.215
10 H 0.227
11 H 0.219
12 H 0.220
13 H 0.225
14 H 0.477
15 H 0.202
16 H 0.226
17 C -0.613
18 C -0.519
19 C 0.669
20 N -0.819
21 O -0.624
22 H 0.230
23 H 0.222
24 H 0.213
25 H 0.237
26 H 0.243
27 H 0.403
28 H 0.365

***

Please write out number 3 again, unchanged.
Molecular formula: C5H8N2
Method: DFT, ωB97M-V with the def2-TZVPD basis set

Calculated values
- HOMO energy (spin up / spin down): -8.180 / -8.162 eV
- Relative energy (zero: lowest compared OMol25 entry of this formula, charge and spin): 1470.5 kJ/mol
- Lowest unoccupied orbital energy (spin up / spin down): -0.958 / -0.955 eV

Geometry (Å):
C  2.726  0.002  -0.229
C  -0.225  0.117  1.756
C  -0.294  -0.632  0.636
C  -1.223  0.180  -0.056
N  -2.064  -0.206  -0.971
C  -1.263  1.511  0.658
N  -0.386  1.441  1.603
H  2.732  -1.540  0.427
H  2.050  -1.153  -2.075
H  3.356  -0.515  -1.090
H  -0.196  -1.722  0.393
H  -2.973  0.168  -0.814
H  -2.093  -1.231  -1.013
H  -1.888  2.412  0.425
H  1.741  1.168  0.350

Forces on atoms 1 to 3 (eV/Å):
-1.444 -4.123 0.595
0.065 -0.263 1.452
-0.268 -1.561 -1.976

In the natural (NBO) picture, each atom carries the following charge in e:
1 C -0.722
2 C 0.263
3 C -0.458
4 C 0.220
5 N -0.734
6 C -0.042
7 N -0.457
8 H 0.189
9 H -0.111
10 H 0.262
11 H 0.244
12 H 0.384
13 H 0.392
14 H 0.206
15 H 0.364